No. 1
105
Properties=species:S:1:pos:R:3 method="wB97M-V/def2-TZVPD" total_charge=-1 lumo_energy_ev=2.49
Pd -0.472 -0.071 -0.603
C -3.947 -0.551 3.859
C -3.903 0.977 3.772
C -4.517 1.405 2.458
C -5.837 1.828 2.460
C -6.541 2.005 1.282
C -5.960 1.608 0.092
C -4.646 1.175 0.047
C -4.119 0.584 -1.227
C -3.811 -0.899 -1.005
C -3.862 1.194 1.219
N -2.489 1.010 1.158
C -1.795 1.836 1.881
C -0.420 1.721 2.133
C 0.321 2.322 3.174
C 1.583 1.765 3.108
C 1.569 0.895 2.009
N 0.373 0.856 1.440
H -3.563 -0.892 4.819
H -3.340 -0.975 3.062
H -4.968 -0.912 3.739
H -2.867 1.292 3.884
H -4.476 1.405 4.599
H -6.324 2.022 3.408
H -7.552 2.388 1.304
H -6.539 1.647 -0.823
H -3.204 1.086 -1.558
H -4.878 0.692 -2.010
H -2.911 -0.980 -0.381
H -3.627 -1.394 -1.957
H -4.644 -1.399 -0.510
H -2.293 2.700 2.358
H -0.055 3.036 3.889
H 2.412 1.946 3.769
H 2.396 0.313 1.629
O 2.058 -0.770 -2.094
C 2.435 -2.069 -2.118
C 3.486 -2.553 -2.893
C 3.796 -3.900 -2.862
C 3.069 -4.760 -2.057
C 2.069 -4.267 -1.235
C 1.748 -2.919 -1.240
P 0.528 -2.166 -0.077
C -0.571 -3.618 0.108
C -0.464 -4.572 1.116
C -1.332 -5.648 1.155
C -2.310 -5.793 0.185
C -2.436 -4.837 -0.810
C -1.575 -3.758 -0.847
C 1.466 -2.312 1.478
C 2.825 -2.566 1.620
C 3.383 -2.629 2.886
C 2.601 -2.445 4.014
C 1.252 -2.151 3.875
C 0.697 -2.064 2.617
C 2.082 0.041 -3.182
C 2.159 -0.367 -4.505
C 2.150 0.592 -5.507
C 2.040 1.937 -5.195
C 1.886 2.332 -3.874
C 1.905 1.394 -2.859
P 1.548 1.625 -1.072
C 0.624 3.202 -1.094
C 1.186 4.457 -1.299
C 0.387 5.585 -1.248
C -0.963 5.476 -0.956
C -1.526 4.228 -0.746
C -0.737 3.096 -0.836
C 3.176 2.201 -0.511
C 4.355 1.648 -1.010
C 5.572 1.953 -0.435
C 5.637 2.797 0.662
C 4.468 3.334 1.181
C 3.248 3.036 0.607
H 4.064 -1.871 -3.500
H 4.608 -4.277 -3.468
H 3.302 -5.813 -2.047
H 1.525 -4.938 -0.585
H 0.296 -4.476 1.879
H -1.242 -6.383 1.944
H -2.975 -6.645 0.211
H -3.211 -4.932 -1.558
H -1.676 -2.989 -1.605
H 3.452 -2.714 0.751
H 4.441 -2.833 2.990
H 3.041 -2.523 4.999
H 0.636 -1.981 4.747
H -0.344 -1.791 2.491
H 2.200 -1.416 -4.760
H 2.222 0.281 -6.542
H 2.054 2.679 -5.983
H 1.747 3.373 -3.620
H 2.251 4.548 -1.475
H 0.823 6.560 -1.418
H -1.569 6.370 -0.890
H -2.573 4.136 -0.494
H -1.151 2.096 -0.681
H 4.310 0.977 -1.860
H 6.481 1.525 -0.834
H 6.591 3.025 1.117
H 4.514 3.981 2.049
H 2.336 3.441 1.025
N -1.031 -0.738 -3.435
C -1.142 -0.037 -2.487
H -0.992 -1.042 -4.380



No. 2
108
Properties=species:S:1:pos:R:3 method="wB97M-V/def2-TZVPD" total_charge=+2 relative_energy_kj_mol=121.99 lumo_energy_ev=-6.24
Tc 1.367 0.983 -0.268
C -0.255 -2.164 5.383
C -1.225 -2.895 4.517
C -2.352 -3.446 5.100
C -3.333 -4.028 4.270
C -3.258 -3.852 2.924
C -2.185 -3.291 2.272
C -1.174 -2.796 3.082
N 0.030 -2.295 2.468
C 0.169 -1.132 1.715
N -0.904 -0.271 1.738
C -0.853 1.186 1.740
C -0.643 1.879 0.429
C -0.767 3.254 0.290
C -1.251 3.962 1.394
C -1.357 3.345 2.631
C -1.119 1.983 2.847
C -1.287 1.317 4.209
N 1.273 -0.925 0.994
C 2.117 -2.082 0.860
C 1.779 -3.237 0.040
C 2.501 -4.400 0.211
C 3.496 -4.525 1.157
C 3.825 -3.435 1.972
C 3.157 -2.230 1.793
C 3.701 -1.090 2.509
H -0.307 -2.441 6.409
H -0.360 -1.088 5.358
H 0.835 -2.303 5.086
H -2.402 -3.388 6.218
H -4.240 -4.550 4.620
H -4.072 -4.316 2.344
H -2.282 -3.239 1.200
H 0.929 -2.826 2.337
H -1.662 -0.562 2.368
H -0.584 3.706 -0.693
H -1.529 4.966 1.230
H -1.519 3.925 3.477
H -0.403 0.623 4.352
H -2.239 0.842 4.291
H -1.151 2.057 4.991
H 0.958 -3.238 -0.702
H 2.066 -5.220 -0.347
H 3.908 -5.503 1.326
H 4.580 -3.549 2.777
H 3.860 -0.273 1.780
H 4.639 -1.401 2.958
H 3.102 -0.732 3.406
I 2.629 2.031 1.808
C 3.497 3.590 0.649
C 4.544 4.327 1.070
C 5.096 5.340 0.209
C 4.587 5.507 -1.031
C 3.510 4.773 -1.456
C 3.028 4.969 -2.762
C 2.142 4.071 -3.281
C 1.738 2.949 -2.550
C 2.127 2.728 -1.236
C 2.966 3.691 -0.644
H 4.996 4.181 2.104
H 5.834 6.002 0.603
H 4.989 6.220 -1.723
H 3.450 5.821 -3.263
H 1.743 4.160 -4.289
H 1.086 2.219 -3.087
N 2.586 -2.348 -2.632
C 3.340 -1.524 -1.851
N 4.489 -1.834 -1.296
S 2.842 0.216 -1.902
H 2.805 -3.365 -2.724
H 1.859 -1.878 -3.202
H 4.801 -2.764 -1.201
H 4.809 -1.195 -0.647
C -0.390 0.969 -0.763
Ge -1.894 0.416 -1.989
C -2.485 1.790 -3.222
C -3.318 1.466 -4.299
C -3.474 2.346 -5.327
C -2.795 3.550 -5.334
C -2.032 3.932 -4.297
C -1.861 3.019 -3.293
C -3.347 -0.034 -0.806
C -3.731 0.943 0.056
C -4.744 0.757 0.990
C -5.455 -0.451 1.044
C -5.063 -1.505 0.172
C -4.024 -1.295 -0.782
C -1.131 -1.176 -2.836
C -1.128 -2.292 -2.020
C -0.653 -3.482 -2.445
C -0.193 -3.567 -3.735
C -0.235 -2.498 -4.624
C -0.833 -1.310 -4.214
H -3.644 0.418 -4.250
H -4.103 2.180 -6.160
H -2.963 4.107 -6.252
H -1.449 4.830 -4.235
H -1.087 3.172 -2.549
H -3.405 2.032 0.056
H -5.041 1.574 1.647
H -6.386 -0.548 1.535
H -5.667 -2.386 0.152
H -3.920 -2.101 -1.514
H -1.498 -2.214 -0.986
H -0.613 -4.265 -1.719
H 0.263 -4.470 -4.202
H 0.195 -2.614 -5.570
H -0.970 -0.489 -4.959